Below is the molecule C4H8N2O2 at a distorted geometry, with properties calculated with wB97M-V/def2-TZVPD.

As for the orbital gap: 9.69 eV. As for the LUMO energy: 0.5 eV. The value obtained for the HOMO energy is -9.2 eV.

Cartesian coordinates (Å):
C (1.488, 0.781, -1.794)
N (0.899, 0.046, -0.490)
C (2.055, -0.228, 0.375)
N (0.233, 1.264, 0.035)
C (-1.023, 0.940, 0.314)
C (-1.451, -0.492, 0.465)
O (-2.215, -0.996, -0.360)
O (-0.754, -1.167, 1.477)
H (0.688, 1.103, -2.467)
H (2.066, 1.634, -1.399)
H (2.208, 0.063, -2.279)
H (2.673, 0.810, 0.256)
H (2.425, -1.200, 0.205)
H (1.811, -0.019, 1.656)
H (-1.502, 1.944, 0.697)
H (-0.963, -2.203, 1.435)

Just the natural (NBO) charges please, in e? Sure, here they are: -0.416, -0.350, -0.441, -0.241, -0.024, 0.750, -0.549, -0.691, 0.215, 0.193, 0.200, 0.184, 0.216, 0.210, 0.235, 0.510

***

Below is a structure of composition C4H8N2O2 at a distorted geometry, with properties calculated with wB97M-V/def2-TZVPD.

As for the orbital gap: 7.75 eV. As for the LUMO energy: 0.6 eV. The value obtained for the HOMO energy is -7.2 eV.

Cartesian coordinates (Å):
N (-1.008, -0.548, 0.022)
C (0.152, -0.466, 0.865)
C (-0.077, -0.466, -1.045)
N (-0.271, 1.884, 1.361)
C (0.549, 0.785, 1.330)
C (-0.135, -1.244, -2.144)
O (0.498, -1.631, 1.526)
O (0.554, 0.900, -1.139)
H (0.531, -1.466, 2.475)
H (0.378, 1.290, -2.007)
H (-1.426, -1.469, 0.073)
H (0.200, 2.778, 1.373)
H (-0.995, 1.834, 0.654)
H (1.450, 0.860, 1.923)
H (0.556, -1.118, -2.959)
H (-0.956, -1.920, -2.308)

Just the natural (NBO) charges please, in e? Sure, here they are: -0.653, 0.277, 0.441, -0.790, -0.004, -0.559, -0.702, -0.746, 0.488, 0.481, 0.392, 0.374, 0.394, 0.194, 0.209, 0.205

***

Below is a structure of composition C4H8N2O2 at a distorted geometry, with properties calculated with wB97M-V/def2-TZVPD.

As for the orbital gap: 6.86 eV. As for the LUMO energy: -2.3 eV. The value obtained for the HOMO energy is -9.2 eV.

Cartesian coordinates (Å):
O (-1.477, -1.218, -1.775)
C (-0.884, -0.122, -1.906)
C (0.419, 0.155, -0.419)
C (1.006, -0.252, 1.122)
C (-0.450, -0.321, 0.762)
N (-1.279, 0.925, 1.071)
O (0.389, 1.502, -0.516)
N (1.564, -1.505, 1.107)
H (-1.481, 0.797, -1.780)
H (-0.283, 0.101, -2.819)
H (-0.862, -1.329, 0.724)
H (1.472, 0.667, 1.440)
H (-0.516, 1.627, 0.351)
H (-1.304, 0.898, 2.068)
H (2.457, -1.633, 1.545)
H (1.229, -0.292, -0.976)

Just the natural (NBO) charges please, in e? Sure, here they are: -0.502, 0.149, 0.165, 0.019, -0.085, -0.856, -0.607, -0.531, 0.161, 0.153, 0.278, 0.232, 0.443, 0.358, 0.352, 0.273

***

Below is the molecule C4H8N2O2 at a distorted geometry, with properties calculated with wB97M-V/def2-TZVPD.

As for the orbital gap: 9.54 eV. As for the LUMO energy: 0.7 eV. The value obtained for the HOMO energy is -8.8 eV.

Cartesian coordinates (Å):
C (-0.260, -2.114, -0.184)
O (0.094, -1.184, -1.186)
C (0.169, 0.295, -0.693)
N (-0.860, 0.984, -1.347)
C (1.600, 0.546, -1.017)
O (2.673, 0.580, -1.431)
N (0.707, 0.638, 0.514)
C (0.050, 1.097, 1.703)
H (0.265, -3.049, -0.389)
H (-1.343, -2.281, -0.197)
H (0.034, -1.769, 0.816)
H (-1.220, 0.715, -2.249)
H (-1.422, 1.587, -0.765)
H (0.016, 0.547, 2.644)
H (-1.011, 1.389, 1.682)
H (0.507, 2.020, 2.101)

Just the natural (NBO) charges please, in e? Sure, here they are: -0.260, -0.594, 0.453, -0.867, 0.832, -0.421, -0.614, -0.444, 0.187, 0.164, 0.179, 0.410, 0.394, 0.199, 0.185, 0.201